ORCA calculation (ωB97M-V/def2-TZVPD) on 2 unconnected molecules or ions with the total composition C3H11N2 in a non-equilibrium geometry.

The geometry in XYZ format:
```
16
Properties=species:S:1:pos:R:3:forces:R:3
C -0.214 -2.485 -1.553 -0.668 -2.072 -2.505
N -0.420 -1.269 -1.419 -2.106 3.245 -0.790
H 0.473 -2.740 -2.363 -0.196 -1.002 -0.033
H -1.069 -3.135 -1.334 1.185 -0.968 1.817
H -0.553 0.201 0.427 -0.951 0.249 -1.037
H -0.354 -0.921 -2.418 1.817 0.851 1.623
C 1.386 0.372 0.758 -1.795 3.429 1.673
N -0.051 1.088 0.446 -0.149 0.523 -0.886
C -0.762 1.967 1.593 1.274 0.136 -0.063
H 1.339 0.290 1.852 0.399 -0.146 -0.475
H 2.149 1.012 0.414 0.805 1.300 0.147
H 1.618 -0.507 0.264 -0.976 -2.035 -1.073
H -0.157 1.635 -0.508 0.571 -1.928 2.269
H -0.575 1.296 2.433 -0.266 0.439 0.323
H -0.074 2.931 1.752 -2.091 -1.996 -0.547
H -1.957 2.075 1.495 3.147 -0.024 -0.443
```
Positions in Å, forces in eV/Å.

The molar mass comes out at 75.135 g mol⁻¹. As for the HOMO-LUMO gap: 9.94 eV. The largest force on an atom comes out at 4.22 eV Å⁻¹. As for the total charge: +1.